Record 1
One molecule with the formula C6H6 in a non-equilibrium geometry. Source: the OMol25 dataset; level of theory: ωB97M-V/def2-TZVPD.

Cartesian coordinates (Å):
C 0.4404 -0.0528 -1.9157
C 1.1209 0.5004 -0.7114
C 0.8686 0.2306 0.5876
C -0.0693 -0.4535 1.3724
C -1.3059 -0.3189 1.8591
C -2.3870 -0.4116 2.4604
H 1.1550 -0.6803 -2.4676
H -0.4127 -0.6781 -1.6432
H 0.1171 0.7383 -2.6000
H 2.0491 1.0427 -0.8909
H 1.8074 0.3468 1.1282
H -3.3838 -0.2637 2.8212

Computed properties:
E ... -232.0100 Eh
Kohn-Sham gap (alpha / beta) ... 6.666 / 6.844 eV
LUMO energy (alpha / beta) ... -0.0421 / -0.0263 Eh
Highest occupied orbital energy (alpha / beta) ... -7.81 / -7.56 eV
ΔE to the lowest compared entry with this formula, charge and spin ... 567.9 kJ/mol

Atom charges from the Löwdin analysis, given in e for atoms 1 to 5: -0.097, -0.156, -0.178, 0.030, -0.191

Record 2
One molecule with the formula C6H6 in a non-equilibrium geometry. Source: the OMol25 dataset; level of theory: ωB97M-V/def2-TZVPD.

Cartesian coordinates (Å):
C 0.1774 2.8782 0.5090
C -0.1497 1.7192 0.5751
C -0.5990 0.3206 0.6363
C 0.2832 -0.6971 0.0704
C 1.3587 -1.2700 -0.3240
C -0.2561 -1.6942 -0.8383
H 0.4297 3.9165 0.4221
H -1.4425 -0.0634 -0.0236
H -0.8660 0.0356 1.6572
H 2.4558 -1.1784 -0.3777
H -0.6390 -1.3610 -1.8179
H -0.7526 -2.6060 -0.4885

Computed properties:
E ... -232.0106 Eh
Kohn-Sham gap ... 10.485 eV
LUMO energy ... 0.0380 Eh
SMILES string ... C#CCC1=CC1
Highest occupied orbital energy ... -9.45 eV
ΔE to the lowest compared entry with this formula, charge and spin ... 566.5 kJ/mol

Atom charges from the Löwdin analysis, given in e for atoms 1 to 5: 0.106, -0.118, -0.168, -0.412, 0.118

Record 3
One molecule with the formula C6H6. Source: the OMol25 dataset; level of theory: ωB97M-V/def2-TZVPD.

Cartesian coordinates (Å):
C 1.4307 -0.6758 -0.7783
C 0.7367 -0.3998 0.5428
C 0.8177 1.3583 0.8285
C -0.3820 1.0450 0.5749
C -1.7378 0.9421 0.2815
C -2.9135 0.8579 0.0257
H 1.6825 -1.7398 -0.8616
H 0.7816 -0.4131 -1.6191
H 2.3478 -0.0867 -0.8573
H 1.3504 -0.6332 1.4122
H -0.1603 -1.0251 0.6519
H -3.9537 0.7703 -0.2012

Computed properties:
E ... -232.0037 Eh
Kohn-Sham gap ... 10.330 eV
LUMO energy ... 0.0303 Eh
Highest occupied orbital energy ... -9.51 eV
ΔE to the lowest compared entry with this formula, charge and spin ... 584.5 kJ/mol

Atom charges from the Löwdin analysis, given in e for atoms 1 to 5: -0.114, -0.257, 0.086, -0.225, -0.123

Record 4
One molecule with the formula C6H6. Source: the OMol25 dataset; level of theory: ωB97M-V/def2-TZVPD.

Cartesian coordinates (Å):
C 0.2529 -2.5568 0.3040
C 0.3135 -1.1015 0.1640
C 0.3704 0.0964 0.0458
C 0.4223 1.5560 -0.0872
C -1.2811 2.9306 -1.3492
C -0.9471 2.1506 -0.3598
H -0.2582 -2.8421 1.2292
H -0.2864 -3.0064 -0.5357
H 1.2587 -2.9885 0.3276
H 1.1077 1.8362 -0.8941
H 0.8202 1.9987 0.8339
H -1.7730 1.9269 0.3216

Computed properties:
E ... -232.0223 Eh
Kohn-Sham gap ... 9.424 eV
LUMO energy ... -0.0147 Eh
Highest occupied orbital energy ... -9.82 eV
ΔE to the lowest compared entry with this formula, charge and spin ... 535.6 kJ/mol

Atom charges from the Löwdin analysis, given in e for atoms 1 to 5: -0.107, -0.080, -0.048, -0.226, 0.177

Record 5
One molecule with the formula C6H6 in a non-equilibrium geometry. Source: the OMol25 dataset; level of theory: ωB97M-V/def2-TZVPD.

Cartesian coordinates (Å):
C -0.8702 0.5805 -0.1118
C -2.0818 0.2441 0.0631
C -3.3180 0.0550 0.4514
C 0.4100 1.1575 -0.4205
C 1.6553 0.6062 -0.5561
C 2.2354 -0.0457 0.6651
H -3.5979 -0.9262 0.9729
H -3.9795 0.8631 0.8139
H 0.4212 2.1472 -0.8311
H 2.8474 -0.9375 0.5256
H 1.5470 -0.3226 1.4113
H 2.6484 0.7918 1.1477

Computed properties:
E ... -231.9690 Eh
Kohn-Sham gap (alpha / beta) ... 7.301 / 7.483 eV
LUMO energy (alpha / beta) ... -0.0203 / -0.0380 Eh
Highest occupied orbital energy (alpha / beta) ... -7.85 / -8.52 eV
ΔE to the lowest compared entry with this formula, charge and spin ... 675.6 kJ/mol

Atom charges from the Löwdin analysis, given in e for atoms 1 to 5: 0.025, -0.148, -0.022, -0.171, 0.011

Record 6
C6H62NO29S as an isolated structure in a non-equilibrium geometry. Source: the OMol25 dataset; level of theory: ωB97M-V/def2-TZVPD.

Cartesian coordinates (Å):
C -41.5350 -9.2382 -52.2799
O -41.7043 -9.5691 -50.8769
C -42.9980 -9.4430 -50.4683
C -43.0962 -9.3454 -49.0300
N -44.5290 -9.0326 -48.5644
H -44.9525 -8.3730 -49.2565
H -45.0145 -9.9802 -48.6960
C -44.6968 -8.6505 -47.1092
C -46.1662 -8.2898 -47.0216
O -46.2941 -7.8137 -45.6688
C -47.5750 -7.3966 -45.2290
H -41.9926 -9.9973 -52.8782
H -40.5097 -9.1699 -52.3994
H -42.0148 -8.4071 -52.6100
H -43.6848 -10.1939 -50.9629
H -43.2273 -8.5040 -50.9875
H -42.3673 -8.5890 -48.5495
H -42.8024 -10.3968 -48.6059
H -43.9714 -7.7257 -46.6714
H -44.5444 -9.7085 -46.7073
H -46.9760 -8.9788 -47.2741
H -46.5803 -7.3539 -47.6632
H -47.5638 -7.1368 -44.2146
H -48.2026 -8.2833 -45.3506
H -47.8971 -6.6430 -45.9373
S -47.3057 -7.5967 -50.6564
O -47.4588 -6.8924 -51.8943
O -47.6842 -9.0001 -50.9368
O -45.9134 -7.5744 -50.2223
O -48.1972 -7.0333 -49.6660
O -46.2669 -10.7994 -49.5814
H -46.9499 -11.3823 -49.5980
H -46.8282 -10.3472 -50.1676
O -47.9940 -10.0054 -43.2765
H -47.6874 -9.8933 -42.4099
H -48.6222 -9.2681 -43.3845
O -43.0512 -5.2809 -47.2281
H -43.2978 -5.9451 -47.8943
H -42.2735 -5.4631 -46.6683
O -49.6423 -4.6119 -45.8299
H -49.9663 -5.4859 -45.6926
H -49.2422 -4.5167 -46.5922
O -40.6123 -11.8860 -50.3329
H -41.2009 -12.1409 -49.5561
H -41.1008 -11.0370 -50.4720
O -44.2054 -8.3561 -42.9735
H -44.5475 -9.1330 -43.3001
H -44.2089 -7.8689 -43.8229
O -45.8013 -4.7637 -46.5385
H -46.1354 -5.0624 -45.7013
H -44.8618 -5.1722 -46.7486
O -45.8182 -12.8225 -51.9992
H -45.2103 -13.1329 -51.3298
H -45.7870 -11.6883 -51.7982
O -48.1651 -4.9579 -48.1379
H -48.0177 -5.6899 -48.7513
H -47.2346 -4.7059 -47.7466
O -43.7014 -5.9041 -44.6575
H -43.6353 -4.9405 -44.7004
H -42.6782 -6.0223 -44.8266
O -44.3010 -6.5851 -52.1303
H -43.2877 -6.3425 -52.4161
H -44.3457 -6.8207 -51.1151
O -49.5624 -10.9539 -46.5685
H -48.8083 -11.0141 -46.1088
H -50.2315 -11.1911 -45.9513
O -43.3326 -12.1858 -53.4045
H -44.2559 -12.2987 -53.1761
H -42.9760 -13.0343 -53.2357
O -37.9857 -8.7088 -52.8326
H -37.6416 -9.0942 -52.0527
H -38.7229 -8.1381 -52.5837
O -46.9458 -11.2737 -45.6634
H -46.2022 -11.1914 -46.0959
H -46.9726 -10.6366 -44.9159
O -46.1322 -10.1466 -52.8701
H -47.0174 -9.8919 -52.5540
H -45.5605 -9.3076 -53.1062
O -49.5861 -8.2293 -47.8067
H -49.3681 -9.2605 -47.7177
H -49.0673 -7.7790 -48.5676
O -44.4441 -6.4515 -49.3344
H -45.2193 -6.9510 -49.4047
H -44.9520 -5.6632 -49.3021
O -39.6577 -7.9719 -46.9977
H -39.1120 -8.3857 -46.4494
H -39.5061 -8.2566 -47.8334
O -51.0570 -7.0247 -46.0047
H -50.4702 -7.4918 -46.5029
H -50.9456 -7.4785 -45.2473
O -44.4425 -11.9613 -46.9237
H -43.9530 -12.5315 -46.3011
H -44.7678 -12.6457 -47.6712
O -39.3898 -8.9667 -55.3390
H -39.1795 -9.2330 -54.5038
H -38.7465 -8.6819 -56.0120
O -41.0492 -12.0161 -54.4856
H -40.8083 -11.6224 -55.3588
H -41.9576 -11.9817 -54.4858

Computed properties:
E ... -2900.4782 Eh
Kohn-Sham gap ... 6.967 eV
Net charge ... -1
LUMO energy ... 0.0405 Eh
Highest occupied orbital energy ... -5.87 eV
ΔE to the lowest compared entry with this formula, charge and spin ... 0.0 kJ/mol

Atom charges from the Löwdin analysis, given in e for atoms 1 to 5: 0.006, -0.191, -0.279, -0.088, 0.021

Record 7
One molecule with the formula C6H6BBrO3 in a non-equilibrium geometry. Source: the OMol25 dataset; level of theory: ωB97M-V/def2-TZVPD.

Cartesian coordinates (Å):
C 0.6749 -1.7932 1.2160
B 0.3464 -0.3318 0.6468
O 1.4210 0.4953 0.1179
C 2.5005 1.2697 0.3138
O 3.2531 1.7547 -0.4691
C -1.0676 0.4214 0.5977
C -1.2937 1.7404 0.6545
C -2.7231 1.8910 0.4420
C -3.1540 0.6491 0.2515
Br -4.8514 0.0284 -0.2060
O -2.2093 -0.2803 0.4102
H 0.8924 -1.5797 2.2365
H 1.5976 -2.4344 0.7611
H -0.1368 -2.4600 1.3402
H 2.5403 1.5822 1.3824
H -0.6144 2.4684 0.8451
H -3.2187 2.7924 0.2667

Computed properties:
E ... -3056.8154 Eh
Kohn-Sham gap ... 9.382 eV
LUMO energy ... 0.0071 Eh
SMILES string ... CB(OC=O)c1ccc(Br)o1
Highest occupied orbital energy ... -9.19 eV
ΔE to the lowest compared entry with this formula, charge and spin ... 12.7 kJ/mol

Atom charges from the Löwdin analysis, given in e for atoms 1 to 5: 0.000, -0.234, 0.108, -0.349, 0.103

Record 8
A 2-piece molecular cluster, C6H6ClF3S overall in a non-equilibrium geometry. Source: the OMol25 dataset; level of theory: ωB97M-V/def2-TZVPD.

Cartesian coordinates (Å):
F 1.2018 -0.5919 -2.3718
C -0.0739 -0.9113 -2.3289
F -0.3874 -1.3860 -3.5346
F -0.7224 0.2234 -2.3075
C -0.4829 -1.7915 -1.2561
S -1.5649 -1.5866 -0.1150
Cl 0.7161 -3.1674 -0.9576
C 1.0076 1.0609 -0.1041
C 0.1586 1.7125 0.7097
C -0.6101 1.0565 1.7613
C -0.2376 0.1016 2.6511
H 1.5457 1.5205 -0.8612
H 1.2039 0.0079 0.0424
H 0.0112 2.7631 0.7279
H -1.6051 1.2768 1.7278
H 0.7981 -0.1262 2.8120
H -0.9586 -0.1622 3.4047

Computed properties:
E ... -1390.1068 Eh
Kohn-Sham gap ... 7.892 eV
LUMO energy ... -0.0547 Eh
SMILES string ... FC(F)(F)C(=S)Cl.C=CC=C
Highest occupied orbital energy ... -9.38 eV

Atom charges from the Löwdin analysis, given in e for atoms 1 to 5: 0.142, -0.854, 0.149, 0.144, -1.003

Record 9
A 2-piece molecular cluster, C6H6ClNO2 overall in a non-equilibrium geometry. Source: the OMol25 dataset; level of theory: ωB97M-V/def2-TZVPD.

Cartesian coordinates (Å):
C 1.1045 -0.3511 1.2102
C 1.1373 0.0322 -1.2490
C -0.1980 -0.0156 1.2335
C -0.1692 0.3555 -1.2061
C 1.8885 -0.3906 -0.0463
C -0.8750 0.2983 0.0238
N -2.2071 0.8623 0.0935
O -2.7128 0.9640 1.1864
O -2.6924 1.2641 -0.9408
Cl -2.1534 -1.9414 -0.1655
H 1.6204 -0.6095 2.1224
H 1.6861 0.0732 -2.1787
H -0.7734 0.0002 2.1454
H -0.7150 0.6645 -2.0850
H 2.8025 0.2091 0.0582
H 2.2572 -1.4152 -0.2019

Computed properties:
E ... -897.4876 Eh
Kohn-Sham gap (alpha / beta) ... 6.686 / 6.673 eV
LUMO energy (alpha / beta) ... -0.0953 / -0.0953 Eh
Highest occupied orbital energy (alpha / beta) ... -9.28 / -9.27 eV
ΔE to the lowest compared entry with this formula, charge and spin ... 354.9 kJ/mol

Atom charges from the Löwdin analysis, given in e for atoms 1 to 5: -0.015, -0.010, -0.059, -0.037, -0.158

Record 10
One molecule with the formula C6H6F2 in a non-equilibrium geometry. Source: the OMol25 dataset; level of theory: ωB97M-V/def2-TZVPD.

Cartesian coordinates (Å):
C -2.8436 -0.8698 0.0058
C -1.6332 -0.0590 -0.0103
C -0.6332 0.6159 -0.0079
C 0.5478 1.4396 -0.0050
C 1.7976 0.9941 -0.0063
C 2.1639 -0.4596 0.0006
F 2.9301 -0.7288 1.0935
F 2.9222 -0.7372 -1.1037
H -3.3358 -0.8245 0.9693
H -2.6105 -1.9410 -0.2075
H -3.5864 -0.5119 -0.7635
H 0.3550 2.5359 0.0087
H 2.6474 1.6730 0.0044
H 1.2787 -1.1267 0.0217

Computed properties:
E ... -431.8831 Eh
Kohn-Sham gap ... 10.194 eV
LUMO energy ... 0.0289 Eh
SMILES string ... CC#C/C=C\C(F)F
Highest occupied orbital energy ... -9.41 eV
ΔE to the lowest compared entry with this formula, charge and spin ... 128.2 kJ/mol

Atom charges from the Löwdin analysis, given in e for atoms 1 to 5: -0.107, -0.074, -0.040, -0.102, -0.029